Record 1
Molecular formula: C3HO2Rh
Method: DFT, ωB97M-V/def2-TZVPD

```
7
Properties=species:S:1:pos:R:3:forces:R:3
C 0.810548 1.284154 1.366039 1.585 1.844 1.983
H 1.352241 1.982768 1.989361 0.163 0.648 0.411
C 0.272684 0.401926 0.713551 -1.317 -1.634 -1.364
O 1.003016 -0.571404 -1.040132 0.229 -0.061 0.109
C -0.073530 -0.460822 -0.382189 1.312 0.221 -0.442
Rh -2.195224 -1.719547 -1.948380 -3.115 -2.302 -3.257
O -1.169734 -0.917074 -0.698250 1.144 1.283 2.559
```
Forces are in eV/Å.

Summary:
- Spin multiplicity: 6
- E_HOMO (alpha / beta): -28.210 / -27.125 eV
- Charge: +3
- <S²>: 8.784
- Energy relative to the best compared isomer or geometry (same formula, charge and spin): 171.4 kJ/mol


Record 2
Molecular formula: C3HO2S3
Method: DFT, ωB97M-V/def2-TZVPD

```
9
Properties=species:S:1:pos:R:3:forces:R:3
C -0.107588 1.648010 0.309714 -0.403 0.120 -2.553
C 2.205785 -0.514370 0.680812 1.492 -0.547 0.270
C -0.914983 0.022513 -0.777245 0.274 1.310 1.817
O 2.428950 0.428266 0.079607 -0.255 1.663 -1.244
O 2.278672 -1.477894 1.309906 -0.989 -1.237 0.795
S -0.020086 1.590011 1.876287 -0.246 -0.649 1.406
S -0.263798 -1.040050 -1.796711 0.316 -0.413 -0.302
S -2.611417 0.256205 -0.535510 -0.041 -0.858 -0.230
H -2.995535 -0.912690 -1.146859 -0.148 0.612 0.041
```
Forces are in eV/Å.

Summary:
- Spin multiplicity: 1
- E_HOMO: -2.458 eV
- Charge: -1
- Energy relative to the best compared isomer or geometry (same formula, charge and spin): 279.7 kJ/mol


Record 3
Molecular formula: C3HO3
Method: DFT, ωB97M-V/def2-TZVPD

```
7
Properties=species:S:1:pos:R:3:forces:R:3
C 0.310014 -0.165890 0.522534 1.288 2.267 1.886
C 0.765391 1.018162 1.655450 0.483 0.524 -2.424
C -0.194289 -0.662600 -0.479912 -0.930 -0.327 -1.788
O -0.920686 -1.483049 -2.445721 -1.651 -0.693 -3.003
O 0.305962 0.568896 2.659747 -1.143 -1.321 2.778
O 1.343710 2.053521 1.367493 -0.037 -0.729 -0.759
H -1.610102 -1.329040 -3.279592 1.990 0.279 3.310
```
Forces are in eV/Å.

Summary:
- Spin multiplicity: 1
- E_HOMO (alpha / beta): -5.522 / -5.099 eV
- Charge: -1
- Energy relative to the best compared isomer or geometry (same formula, charge and spin): 722.6 kJ/mol


Record 4
Molecular formula: C3HO3
Method: DFT, ωB97M-V/def2-TZVPD

```
7
Properties=species:S:1:pos:R:3:forces:R:3
C -0.550266 -0.414990 -0.453565 -0.391 -1.616 2.102
C -1.055125 -0.749625 1.486339 -0.023 0.413 -2.495
C -1.711410 0.483536 1.874296 2.199 -0.948 -1.519
O -2.478602 1.371395 1.710292 -2.048 1.187 0.418
O -0.474162 0.479010 2.333820 0.488 -0.125 0.328
O -1.011126 -0.954036 -1.429747 -0.721 0.268 0.550
H 0.487477 -0.070969 -0.611215 0.496 0.821 0.616
```
Forces are in eV/Å.

Summary:
- Spin multiplicity: 1
- E_HOMO: -3.196 eV
- Charge: -1
- Energy relative to the best compared isomer or geometry (same formula, charge and spin): 394.3 kJ/mol


Record 5
Molecular formula: C3HO3S
Method: DFT, ωB97M-V/def2-TZVPD

```
8
Properties=species:S:1:pos:R:3:forces:R:3
O -3.960426 0.128991 0.139769 0.245 0.333 -0.525
C -2.767121 -0.027607 -0.032320 -0.092 0.202 0.783
O -2.214489 -1.217093 -0.078569 -0.314 -1.706 -0.088
C -0.736524 -1.344540 0.023344 -0.081 2.566 -1.350
O -0.217928 -2.432405 -0.095924 -0.362 -0.801 0.656
C -0.258199 -0.040504 0.021081 -1.857 -0.587 -0.367
S -1.519558 1.232644 -0.108886 0.347 -0.851 0.341
H 0.669529 0.133649 0.420034 2.115 0.844 0.551
```
Forces are in eV/Å.

Summary:
- Spin multiplicity: 1
- E_HOMO: -2.883 eV
- Charge: -1
- Energy relative to the best compared isomer or geometry (same formula, charge and spin): 0.0 kJ/mol
- SMILES: O=c1oc([O-])cs1


Record 6
Molecular formula: C3HO3Sn
Method: DFT, ωB97M-V/def2-TZVPD

```
8
Properties=species:S:1:pos:R:3:forces:R:3
H 0.697903 1.932759 1.358611 -0.031 -0.419 -0.335
O 2.759977 -0.339554 1.310534 -1.663 0.678 -0.540
C 1.735868 0.195038 1.097794 1.106 -0.368 0.422
C 0.638206 0.924230 0.930614 2.410 1.372 1.262
O -0.548306 0.522829 0.464865 2.762 4.118 -0.003
C -1.777789 -1.198091 -2.078896 0.356 0.180 -4.928
O -1.922885 -1.207375 -3.191521 -0.111 -0.196 1.300
Sn -1.582973 -0.829835 0.107999 -4.829 -5.365 2.821
```
Forces are in eV/Å.

Summary:
- Spin multiplicity: 1
- E_HOMO: -12.528 eV
- Charge: +1
- Energy relative to the best compared isomer or geometry (same formula, charge and spin): 58.0 kJ/mol


Record 7
Molecular formula: C3N3O18Zr
Method: DFT, ωB97M-V/def2-TZVPD

```
25
Properties=species:S:1:pos:R:3:forces:R:3
Zr -0.037028 -0.257046 -0.388813 2.610 3.739 3.094
C 3.298145 -0.639396 -1.018259 6.206 0.619 -2.724
O 2.044779 -0.584185 -1.038973 -7.299 0.153 1.114
O 3.976911 0.446204 -0.949992 -0.459 0.304 1.028
O 3.921465 -1.705018 -1.373414 -0.753 -0.662 0.551
C 0.312747 1.229258 2.720631 -0.355 -4.385 2.980
O 1.428118 1.469777 3.285593 -0.402 1.240 -2.060
O -0.724426 0.934923 3.362709 -1.349 2.326 2.038
O 0.102221 0.587243 1.534067 1.825 -0.901 -5.548
C -2.274617 0.956690 -2.504356 0.158 1.343 -7.392
O -1.559325 0.645321 -1.485902 0.985 -1.150 3.415
O -3.382159 1.537486 -2.675883 -1.254 0.092 3.555
O -1.699564 0.760232 -3.663621 1.188 -1.390 0.585
N 1.366685 -3.415752 0.983335 3.252 -0.444 -2.124
O 2.434458 -3.884180 0.351860 -3.005 0.495 1.984
O 1.093285 -3.764578 2.131936 -0.096 -0.305 0.103
O 0.673835 -2.573707 0.378952 -0.812 0.078 0.009
N 0.157143 3.086025 -0.931218 -0.112 -0.723 3.758
O 0.263831 3.740525 -1.924042 0.401 1.004 -2.514
O 0.815811 1.977422 -0.797026 -1.029 0.157 -0.671
O -0.477185 3.557496 0.060781 0.453 -0.877 -0.900
N -2.919772 -1.059995 0.988597 -2.626 2.252 0.178
O -3.996811 -0.984851 0.340348 1.120 -1.275 -1.520
O -1.792516 -1.287493 0.454880 -0.055 -1.011 -0.492
O -3.026031 -0.772400 2.157808 1.408 -0.680 1.552
```
Forces are in eV/Å.

Summary:
- Spin multiplicity: 1
- E_HOMO: 7.083 eV
- Charge: -5
- Energy relative to the best compared isomer or geometry (same formula, charge and spin): 0.0 kJ/mol


Record 8
Molecular formula: C3N3O6
Method: DFT, ωB97M-V/def2-TZVPD

```
12
Properties=species:S:1:pos:R:3:forces:R:3
C 2.234794 -0.345660 0.790333 0.536 -0.548 1.013
C -2.963548 0.414770 0.195618 0.065 -0.252 0.070
C 1.038682 -0.097199 0.153044 -1.027 -1.105 -0.103
N 3.130842 -0.586421 1.469991 0.565 -0.029 -0.055
N 0.127096 -1.163110 -0.058886 -1.156 -1.963 -0.130
N 0.834536 1.155207 -0.350311 0.013 1.962 -2.929
O -3.615081 0.121052 -0.698073 -0.980 -0.293 -1.564
O 0.423515 -2.322967 0.309588 1.269 1.376 0.383
O 1.777425 1.938636 -0.542840 1.318 -0.625 1.462
O -2.394875 0.695205 1.145867 0.911 0.619 1.585
O -0.967804 -1.051374 -0.620333 0.511 1.338 -0.093
O -0.229552 1.491602 -0.830579 -2.025 -0.479 0.360
```
Forces are in eV/Å.

Summary:
- Spin multiplicity: 1
- E_HOMO: -5.595 eV
- Charge: -1
- Energy relative to the best compared isomer or geometry (same formula, charge and spin): 0.0 kJ/mol


Repeat the seventh record exactly.
Molecular formula: C3N3O18Zr
Method: DFT, ωB97M-V/def2-TZVPD

```
25
Properties=species:S:1:pos:R:3:forces:R:3
Zr -0.037028 -0.257046 -0.388813 2.610 3.739 3.094
C 3.298145 -0.639396 -1.018259 6.206 0.619 -2.724
O 2.044779 -0.584185 -1.038973 -7.299 0.153 1.114
O 3.976911 0.446204 -0.949992 -0.459 0.304 1.028
O 3.921465 -1.705018 -1.373414 -0.753 -0.662 0.551
C 0.312747 1.229258 2.720631 -0.355 -4.385 2.980
O 1.428118 1.469777 3.285593 -0.402 1.240 -2.060
O -0.724426 0.934923 3.362709 -1.349 2.326 2.038
O 0.102221 0.587243 1.534067 1.825 -0.901 -5.548
C -2.274617 0.956690 -2.504356 0.158 1.343 -7.392
O -1.559325 0.645321 -1.485902 0.985 -1.150 3.415
O -3.382159 1.537486 -2.675883 -1.254 0.092 3.555
O -1.699564 0.760232 -3.663621 1.188 -1.390 0.585
N 1.366685 -3.415752 0.983335 3.252 -0.444 -2.124
O 2.434458 -3.884180 0.351860 -3.005 0.495 1.984
O 1.093285 -3.764578 2.131936 -0.096 -0.305 0.103
O 0.673835 -2.573707 0.378952 -0.812 0.078 0.009
N 0.157143 3.086025 -0.931218 -0.112 -0.723 3.758
O 0.263831 3.740525 -1.924042 0.401 1.004 -2.514
O 0.815811 1.977422 -0.797026 -1.029 0.157 -0.671
O -0.477185 3.557496 0.060781 0.453 -0.877 -0.900
N -2.919772 -1.059995 0.988597 -2.626 2.252 0.178
O -3.996811 -0.984851 0.340348 1.120 -1.275 -1.520
O -1.792516 -1.287493 0.454880 -0.055 -1.011 -0.492
O -3.026031 -0.772400 2.157808 1.408 -0.680 1.552
```
Forces are in eV/Å.

Summary:
- Spin multiplicity: 1
- E_HOMO: 7.083 eV
- Charge: -5
- Energy relative to the best compared isomer or geometry (same formula, charge and spin): 0.0 kJ/mol


Which of these has the highest charge?
C3HO2Rh


What did the first record say?
Molecular formula: C3HO2Rh
Method: DFT, ωB97M-V/def2-TZVPD

```
7
Properties=species:S:1:pos:R:3:forces:R:3
C 0.810548 1.284154 1.366039 1.585 1.844 1.983
H 1.352241 1.982768 1.989361 0.163 0.648 0.411
C 0.272684 0.401926 0.713551 -1.317 -1.634 -1.364
O 1.003016 -0.571404 -1.040132 0.229 -0.061 0.109
C -0.073530 -0.460822 -0.382189 1.312 0.221 -0.442
Rh -2.195224 -1.719547 -1.948380 -3.115 -2.302 -3.257
O -1.169734 -0.917074 -0.698250 1.144 1.283 2.559
```
Forces are in eV/Å.

Summary:
- Spin multiplicity: 6
- E_HOMO (alpha / beta): -28.210 / -27.125 eV
- Charge: +3
- <S²>: 8.784
- Energy relative to the best compared isomer or geometry (same formula, charge and spin): 171.4 kJ/mol